1.
Entry from OMol25: C7H7NS4 in the gas phase in a non-equilibrium geometry (ωB97M-V/def2-TZVPD).

Positions of all 19 atoms, in Å:
C: -0.3133 -2.9408 1.0947
C: 0.6173 -2.3112 0.3483
C: -1.4742 -2.2483 1.5316
C: 1.3497 -0.2454 -0.7344
C: -1.6260 -0.9506 1.1699
C: 0.4602 -0.9216 -0.0295
C: 0.3980 1.6885 -1.0318
N: -0.7015 -0.3094 0.4227
S: -0.9960 1.3588 0.0049
S: 0.1031 1.8090 -2.7867
S: 1.0913 4.6246 -0.7498
S: 1.6885 2.7027 -0.3361
H: -0.1839 -3.9782 1.3615
H: 1.5064 -2.8054 -0.0054
H: -2.2223 -2.7394 2.1284
H: 2.2495 -0.3313 -1.2824
H: -2.4800 -0.3546 1.4519
H: 0.2505 3.1373 -2.8607
H: 0.2827 4.8152 0.3029

Results
Strongest force on any atom, eV/A: 4.40
Highest occupied orbital energy, eV: -7.440
Energy, Eh: -1918.3163
Energy relative to the best compared isomer or geometry (same formula, charge and spin), kcal/mol: 6.4

Results of the Löwdin charge analysis, in e, for atoms 1 through 6:
1 C -0.08
2 C -0.03
3 C -0.09
4 C 0.07
5 C -0.14
6 C -0.37

2.
Entry from OMol25: a gas-phase ion, C7H7O3 (charge -1) in a non-equilibrium geometry (ωB97M-V/def2-TZVPD).

Positions of all 17 atoms, in Å:
C: -1.4903 1.6829 1.1955
C: -0.7179 0.6758 0.8233
C: -0.1020 0.3283 -0.5574
O: -0.7105 1.1035 -1.5856
C: 1.4394 0.2768 -0.3092
C: 1.5587 -1.0818 0.3601
O: 2.5255 -1.4343 1.0206
C: 0.5195 -1.9059 -0.1470
C: -0.4896 -1.1646 -0.7728
O: -1.5292 -1.3551 -1.4228
H: -1.9396 1.7650 2.2113
H: -1.6000 2.4945 0.4435
H: -0.5234 -0.1587 1.5603
H: -1.3868 0.3514 -1.9295
H: 1.7704 1.1392 0.2192
H: 2.0773 0.3588 -1.1646
H: 0.5987 -3.0759 0.0551

Results
Strongest force on any atom, eV/A: 3.21
Total charge: -1
Highest occupied orbital energy, eV: -4.061
Energy, Eh: -496.6719
Energy relative to the best compared isomer or geometry (same formula, charge and spin), kcal/mol: 42.9
SMILES: C=C[C@@]1(O)CC([O-])=CC1=O

Results of the Löwdin charge analysis, in e, for atoms 1 through 6:
1 C -0.02
2 C -0.12
3 C -0.44
4 O -0.07
5 C -0.04
6 C -0.52

3.
Entry from OMol25: a molecular structure, C7H7PS2 in a non-equilibrium geometry (ωB97M-V/def2-TZVPD).

Positions of all 17 atoms, in Å:
C: 2.7176 -0.0086 -0.0156
C: 2.1371 0.3256 1.2361
C: 1.9110 0.0429 -1.1834
C: 0.7791 0.6501 1.3031
C: 0.5808 0.4330 -1.1063
C: 0.0694 0.7742 0.1118
C: -1.2903 1.1548 -0.0016
P: -3.9075 -0.1350 0.0931
S: -2.4864 2.0545 -0.4884
S: -2.5397 -1.5780 0.3349
H: 3.8300 -0.3416 -0.0660
H: 2.5789 0.1694 2.3102
H: 2.3004 -0.3509 -2.1226
H: 0.1852 1.1654 2.0645
H: -0.0017 0.4166 -2.0407
H: -3.8751 0.4204 1.4188
H: -5.1281 -0.8570 0.3425

Results
Strongest force on any atom, eV/A: 2.91
Highest occupied orbital energy (spin up / spin down), eV: -7.323 / -7.561
Energy, Eh: -1408.5154

Results of the Löwdin charge analysis, in e, for atoms 1 through 6:
1 C -0.08
2 C -0.08
3 C -0.07
4 C -0.04
5 C -0.07
6 C -0.38

4.
Entry from OMol25: C7H7PS2 in the gas phase in a non-equilibrium geometry (ωB97M-V/def2-TZVPD).

Positions of all 17 atoms, in Å:
C: 2.7276 0.4819 0.0788
C: 2.4932 -0.8785 0.0918
C: 1.7873 1.4088 -0.1771
C: 1.1288 -1.2985 -0.1470
C: 0.4926 1.0517 -0.3300
C: 0.1429 -0.3439 -0.2225
C: -1.2464 -0.6438 -0.0496
P: -4.4142 0.4407 -0.1351
S: -1.9115 -2.0873 -0.0022
S: -2.4818 1.1484 0.2583
H: 3.8300 0.8235 0.0885
H: 3.1492 -1.6260 0.5488
H: 2.1680 2.3938 -0.2478
H: 0.7888 -2.2595 -0.0411
H: -0.3270 1.7231 -0.6323
H: -4.5973 0.3665 1.2762
H: -3.7303 -0.7010 -0.3578

Results
Strongest force on any atom, eV/A: 5.01
⟨S²⟩: 2.036
Highest occupied orbital energy (spin up / spin down), eV: -6.301 / -8.657
Energy, Eh: -1408.4806
Spin multiplicity: 3

Results of the Löwdin charge analysis, in e, for atoms 1 through 6:
1 C -0.15
2 C -0.05
3 C -0.13
4 C -0.05
5 C -0.09
6 C -0.37

5.
Entry from OMol25: C7H8 in the gas phase (ωB97M-V/def2-TZVPD).

Positions of all 15 atoms, in Å:
C: 2.8405 0.7426 -0.0731
C: 1.7272 0.9756 -0.4707
C: 0.2837 0.9873 -0.7017
C: -0.2986 -0.0727 0.2680
C: -0.1238 -1.4896 -0.2901
C: -1.6790 0.1968 0.6759
C: -2.7823 0.3926 1.1167
H: 3.8060 0.4970 0.3016
H: 0.0478 0.7407 -1.7415
H: -0.1440 1.9757 -0.5199
H: 0.3045 0.0134 1.1788
H: -0.8729 -1.6983 -1.0604
H: 0.8762 -1.6068 -0.7222
H: -0.2364 -2.2256 0.5090
H: -3.7490 0.5712 1.5297

Results
Strongest force on any atom, eV/A: 0.71
Highest occupied orbital energy, eV: -9.908
Energy, Eh: -271.3898
Energy relative to the best compared isomer or geometry (same formula, charge and spin), kcal/mol: 88.9
SMILES: C#CC[C@H](C)C#C

Results of the Löwdin charge analysis, in e, for atoms 1 through 6:
1 C 0.11
2 C -0.15
3 C -0.18
4 C -0.40
5 C -0.06
6 C -0.12

6.
Entry from OMol25: C7H8 in the gas phase in a non-equilibrium geometry (ωB97M-V/def2-TZVPD).

Positions of all 15 atoms, in Å:
C: -1.6134 1.8862 1.7199
C: -1.5062 0.9776 0.9355
C: -1.2984 -0.1472 0.0034
C: 0.2122 -0.3798 -0.1124
C: 0.9402 0.7771 -0.8596
C: 0.8194 -1.6617 -0.3407
C: 1.6961 -2.4973 -0.2268
H: -1.7115 2.6870 2.4223
H: -1.7767 0.0815 -0.9554
H: -1.7667 -1.0502 0.4036
H: 0.4646 -0.6632 0.9554
H: 0.2683 1.3172 -1.5482
H: 1.3139 1.5107 -0.1465
H: 1.7825 0.4124 -1.4602
H: 2.1757 -3.2502 -0.7904

Results
Strongest force on any atom, eV/A: 2.28
Highest occupied orbital energy, eV: -9.538
Energy, Eh: -271.3438
Energy relative to the best compared isomer or geometry (same formula, charge and spin), kcal/mol: 117.7
SMILES: C#CC[C@H](C)C#C

Results of the Löwdin charge analysis, in e, for atoms 1 through 6:
1 C 0.11
2 C -0.14
3 C -0.18
4 C -0.38
5 C -0.03
6 C -0.15

7.
Entry from OMol25: C7H8 in the gas phase in a non-equilibrium geometry (ωB97M-V/def2-TZVPD).

Positions of all 15 atoms, in Å:
C: 2.2568 0.7169 -1.6666
C: 1.4349 0.9035 -0.8085
C: 0.4542 1.0996 0.2529
C: -0.4820 -0.0917 0.4210
C: 0.1399 -1.4510 0.6281
C: -1.4220 -0.1571 -0.7996
C: -2.5520 0.0789 -0.4064
H: 2.9883 0.5559 -2.4249
H: -0.1606 1.9842 0.0396
H: 0.9576 1.2851 1.2081
H: -1.0587 0.1331 1.3337
H: 0.7296 -1.7302 -0.2439
H: 0.7690 -1.4462 1.5199
H: -0.6520 -2.1958 0.7639
H: -3.4030 0.3147 0.1827

Results
Strongest force on any atom, eV/A: 1.40
Highest occupied orbital energy, eV: -9.772
Energy, Eh: -271.3224
Energy relative to the best compared isomer or geometry (same formula, charge and spin), kcal/mol: 131.2
SMILES: C#CC[C@H](C)C#C

Results of the Löwdin charge analysis, in e, for atoms 1 through 6:
1 C 0.12
2 C -0.15
3 C -0.20
4 C -0.45
5 C -0.08
6 C -0.08

8.
Entry from OMol25: C7H8 in the gas phase in a non-equilibrium geometry (ωB97M-V/def2-TZVPD).

Positions of all 15 atoms, in Å:
C: -0.6264 0.3539 0.0876
C: -1.5453 1.0354 1.0834
C: 0.0637 -0.3205 1.2063
C: 1.3142 -0.8736 1.0711
C: -0.9033 0.3816 2.2060
C: -0.4217 0.6942 -1.2211
C: 0.2284 -0.1140 -2.3109
H: 1.8355 -1.3587 1.7574
H: 1.8368 -0.9532 0.0859
H: -0.1948 1.0014 2.9200
H: -1.5589 -0.2649 2.7084
H: -1.0971 1.4879 -1.4173
H: 0.7702 -1.1210 -2.0918
H: 0.9122 0.4561 -2.9883
H: -0.6135 -0.4045 -3.0966

Results
Strongest force on any atom, eV/A: 4.90
Highest occupied orbital energy (spin up / spin down), eV: -8.041 / -8.062
Energy, Eh: -271.2726
Energy relative to the best compared isomer or geometry (same formula, charge and spin), kcal/mol: 162.4

Results of the Löwdin charge analysis, in e, for atoms 1 through 6:
1 C -0.25
2 C 0.08
3 C -0.26
4 C 0.08
5 C -0.18
6 C -0.06

9.
Entry from OMol25: C7H8 in the gas phase in a non-equilibrium geometry (ωB97M-V/def2-TZVPD).

Positions of all 15 atoms, in Å:
C: 1.7309 -0.2296 -0.1934
C: 1.3677 0.9940 0.1664
C: -0.0752 1.0315 0.3272
C: -1.0526 0.5100 -0.7472
C: -1.9610 -0.1661 0.2495
C: -0.4885 -0.4174 0.2473
C: 0.7259 -1.2764 0.0366
H: 2.7241 -0.4276 -0.4107
H: 2.0093 1.7775 0.2951
H: -0.4253 1.6738 0.9984
H: -0.8534 0.6488 -1.8319
H: -2.5176 0.3941 0.9306
H: -2.5698 -0.8579 -0.2435
H: 0.4355 -1.9456 -0.7600
H: 0.9501 -1.7092 0.9356

Results
Strongest force on any atom, eV/A: 4.28
Highest occupied orbital energy, eV: -8.636
Energy, Eh: -271.3815
Energy relative to the best compared isomer or geometry (same formula, charge and spin), kcal/mol: 94.1
SMILES: C1=C[C@H]2[C@@H]3C[C@@]23C1

Results of the Löwdin charge analysis, in e, for atoms 1 through 6:
1 C -0.08
2 C -0.03
3 C -0.18
4 C -0.09
5 C -0.02
6 C -0.28

10.
Entry from OMol25: C7H8 in the gas phase in a non-equilibrium geometry (ωB97M-V/def2-TZVPD).

Positions of all 15 atoms, in Å:
C: 1.2547 1.7416 1.0378
C: 0.6098 0.6527 0.2237
C: 0.9259 -0.6808 0.4135
C: 0.0596 -1.6945 0.0039
C: -1.2049 -1.3604 -0.4397
C: -1.4558 -0.0482 -0.8386
C: -0.5167 0.9391 -0.5530
H: 1.8273 1.2950 1.8510
H: 2.0233 2.2764 0.4585
H: 0.5739 2.5007 1.4104
H: 1.8169 -0.9739 0.9552
H: 0.3094 -2.7423 0.1189
H: -2.0074 -2.0855 -0.4548
H: -2.2657 0.1977 -1.5138
H: -0.7229 1.9033 -1.0102

Results
Strongest force on any atom, eV/A: 1.73
Highest occupied orbital energy, eV: -8.868
Energy, Eh: -271.5139
Energy relative to the best compared isomer or geometry (same formula, charge and spin), kcal/mol: 11.0
SMILES: Cc1ccccc1

Results of the Löwdin charge analysis, in e, for atoms 1 through 6:
1 C -0.05
2 C -0.29
3 C -0.06
4 C -0.09
5 C -0.11
6 C -0.09

11.
Entry from OMol25: C7H8BN3O2 in the gas phase in a non-equilibrium geometry (ωB97M-V/def2-TZVPD).

Positions of all 21 atoms, in Å:
C: 1.7164 2.3821 0.0884
C: 0.5741 1.4922 -0.0551
N: -0.7151 1.9326 0.0325
C: -1.5010 0.8846 0.0565
N: -2.7845 0.8960 0.0018
C: -3.4172 -0.2889 0.0156
C: -2.7986 -1.5597 0.1336
C: -1.4115 -1.4666 -0.0048
N: -0.8394 -0.3414 0.0533
C: 0.6884 0.1396 -0.1359
B: 1.8848 -0.8434 -0.0038
O: 3.1195 -0.2907 -0.0139
O: 1.5338 -2.2032 -0.0776
H: 2.6010 1.7048 0.3600
H: 2.0523 2.9308 -0.8187
H: 1.5528 3.1615 1.0028
H: -4.4793 -0.1244 -0.3528
H: -3.2808 -2.4990 0.0512
H: -0.8223 -2.3431 -0.1517
H: 3.9295 -0.8986 -0.1399
H: 2.3970 -2.6653 -0.0415

Results
Strongest force on any atom, eV/A: 7.89
Highest occupied orbital energy, eV: -8.151
Energy, Eh: -611.2104
Energy relative to the best compared isomer or geometry (same formula, charge and spin), kcal/mol: 0.0
SMILES: Cc1nc2ncccn2c1B(O)O

Results of the Löwdin charge analysis, in e, for atoms 1 through 6:
1 C -0.04
2 C -0.35
3 N 0.16
4 C -0.42
5 N 0.13
6 C -0.11

12.
Entry from OMol25: a molecular structure, C7H8Cl2O4TmYb in a non-equilibrium geometry (ωB97M-V/def2-TZVPD).

Positions of all 23 atoms, in Å:
Yb: -2.4732 4.6992 -1.5386
Tm: -0.8457 0.3415 0.3226
Cl: -0.7886 3.1346 -0.5606
Cl: -2.6789 -0.2908 -1.1056
C: -1.6287 -1.3346 1.8262
C: -2.8902 5.7931 0.5534
C: -4.2091 3.7357 -0.1535
O: -1.9987 -2.2524 2.4259
O: -3.0974 6.0777 1.6553
O: -4.7571 3.2331 0.7304
C: 1.9892 -2.8323 -0.6139
C: 2.9946 -1.8327 -0.0172
C: 2.2300 -0.5414 0.2765
O: 0.8379 -0.8060 -0.1307
C: 0.7104 -2.0542 -0.9137
H: 2.3740 -3.3001 -1.5212
H: 1.7681 -3.6295 0.1034
H: 3.8171 -1.6321 -0.7099
H: 3.4333 -2.2266 0.9024
H: 2.2115 -0.2734 1.3382
H: 2.5902 0.3057 -0.3152
H: 0.6181 -1.7633 -1.9671
H: -0.2067 -2.5512 -0.5871

Results
Strongest force on any atom, eV/A: 6.92
⟨S²⟩: 3.753
Total charge: +4
Highest occupied orbital energy (spin up / spin down), eV: -22.270 / -22.270
Energy, Eh: -3735.1049
Spin multiplicity: 4
Energy relative to the best compared isomer or geometry (same formula, charge and spin), kcal/mol: 25.3

Results of the Löwdin charge analysis, in e, for atoms 1 through 6:
1 Yb 1.79
2 Tm 1.14
3 Cl 0.01
4 Cl 0.04
5 C 0.01
6 C -0.03